[1]
ORCA calculation (wB97M-V/def2-TZVPD) on a 3-piece molecular cluster, C5H11NO3 overall.

Last column: Mulliken charge in e.
Element x y z (Å)
C1 0.3098 -0.1753 0.7255  1.130
C2 -0.0311 -0.9498 -0.3770  -0.913
C3 0.9604 1.1604 0.5911  -1.268
C4 -2.5881 0.9241 -0.7812  -1.123
N1 1.9177 -1.6901 -0.5820  -0.665
C5 -1.9658 0.0577 0.2951  0.549
O1 0.3180 -0.7850 1.9207  -0.408
O2 2.8323 -0.6077 -0.9341  -0.416
O3 -2.5741 -0.3700 1.2315  -0.476
H1 0.7756 -0.2457 2.5793  0.386
H2 3.0282 -0.7889 -1.8611  0.313
H3 2.2728 -1.9648 0.3382  0.260
H4 -0.4670 -1.9279 -0.2403  0.383
H5 0.0073 -0.5013 -1.3564  0.300
H6 0.9134 1.7304 1.5218  0.429
H7 0.4857 1.7444 -0.1973  0.265
H8 2.0074 1.0116 0.3041  0.325
H9 -3.5947 1.2450 -0.4985  0.372
H10 -2.6503 0.3390 -1.7028  0.289
H11 -1.9576 1.7939 -0.9764  0.266

## Properties
relative energy (zero: lowest compared OMol25 entry of this formula, charge and spin)	697.5	kJ/mol
HOMO-LUMO gap (spin up / spin down)	6.78 / 6.78	eV
HOMO level (spin up / spin down)	-6.289 / -6.290	eV
total charge	0
multiplicity	1

=====

[2]
ORCA calculation (wB97M-V/def2-TZVPD) on C5H11NO3 as an isolated structure.

Last column: Mulliken charge in e.
Element x y z (Å)
C1 0.9283 -0.3883 2.4001  -0.881
N1 0.7914 0.0012 0.9920  0.030
O1 1.7743 0.9753 0.6750  -0.422
H1 1.2278 1.7730 0.4953  0.367
H2 0.4877 -0.6271 -0.1143  0.336
H3 1.9426 -0.7541 2.5458  0.331
H4 0.2083 -1.1761 2.6081  0.315
H5 0.7477 0.4676 3.0528  0.289
C2 0.2910 0.4710 -2.2729  -1.227
C3 -0.5928 0.5832 0.5090  0.464
C4 -0.3411 -0.3764 -1.2049  0.535
C5 -1.1737 -1.3900 -1.4678  -0.855
O2 -1.5523 -0.1465 1.1730  -0.465
O3 -0.6663 1.7927 0.3252  -0.689
H6 -2.3830 0.3339 1.0563  0.355
H7 -0.0088 0.1580 -3.2773  0.435
H8 -0.0008 1.5152 -2.1355  0.250
H9 1.3816 0.4364 -2.2122  0.269
H10 -1.6479 -1.9456 -0.6654  0.259
H11 -1.4138 -1.7034 -2.4824  0.303

## Properties
relative energy (zero: lowest compared OMol25 entry of this formula, charge and spin)	548.8	kJ/mol
HOMO-LUMO gap	9.42	eV
HOMO level	-8.813	eV
total charge	0
multiplicity	1

=====

[3]
ORCA calculation (wB97M-V/def2-TZVPD) on a 3-piece molecular cluster, C5H11NO3 overall.

Last column: Mulliken charge in e.
Element x y z (Å)
C1 1.3152 -0.0078 0.4749  -0.577
C2 -0.4817 -0.0764 1.8816  0.814
N1 1.9674 0.1352 1.7229  -0.500
O1 -0.8748 1.0495 2.0226  -0.560
O2 -0.5220 -1.2156 2.2072  -0.447
H1 -1.0187 1.7223 0.2899  0.511
H2 2.1248 -0.7207 2.2375  0.269
H3 1.9131 1.0567 2.1348  0.243
H4 1.4783 -0.9931 0.0559  0.271
H5 1.6738 0.8067 -0.1478  0.345
C3 -1.6983 -0.6400 -0.5613  -1.477
C4 0.2124 -0.0435 -2.0807  -1.577
C5 -0.4983 0.2477 -0.7921  0.834
O3 -0.6861 1.5767 -0.6228  -0.479
H6 -2.3221 -0.3020 0.2642  0.382
H7 -2.3404 -0.5941 -1.4507  0.417
H8 0.4226 -1.1082 -2.1783  0.360
H9 -0.4195 0.2669 -2.9180  0.455
H10 1.1481 0.5116 -2.1517  0.389
H11 -1.3939 -1.6717 -0.3880  0.328

## Properties
relative energy (zero: lowest compared OMol25 entry of this formula, charge and spin)	324.5	kJ/mol
HOMO-LUMO gap	8.08	eV
HOMO level	-7.502	eV
total charge	0
multiplicity	1